# 1
Density functional theory data (ωB97M-V with the def2-TZVPD basis set) for 5 unconnected molecules or ions with the total composition C39H79BrO23P4S.

Geometry as XYZ:
```
147
Properties=species:S:1:pos:R:3:lowdin_charge:R:1
O 0.131 -0.145 -2.799 0.029
C 0.166 0.785 -3.619 -0.251
O 1.418 1.390 -3.910 -0.087
C 1.276 2.857 -3.871 -0.185
C 1.965 3.488 -2.580 -0.158
C 1.512 4.986 -2.234 -0.185
C 0.516 5.658 -3.287 -0.146
C -1.036 5.346 -3.009 -0.096
C -2.027 6.041 -3.758 0.075
C -3.579 5.708 -3.512 -0.255
O -4.396 5.898 -4.431 0.054
C -4.056 5.183 -2.071 -0.127
C -5.553 5.384 -1.529 -0.133
C -6.213 3.925 -1.366 -0.224
C -7.608 3.735 -2.133 -0.191
C -7.569 2.255 -2.807 -0.209
S -7.059 2.360 -4.597 0.730
O -7.273 1.040 -5.310 -0.359
O -5.628 2.763 -4.780 -0.338
O -8.146 3.462 -5.282 -0.203
C -3.039 4.525 -1.325 -0.452
Br -3.342 3.836 0.497 0.763
C -1.571 4.310 -1.947 -0.281
O -0.968 3.289 -1.556 0.031
H -0.815 1.068 -4.136 0.169
H 1.805 3.267 -4.805 0.137
H 0.149 3.051 -3.934 0.107
H 3.100 3.403 -2.694 0.120
H 1.684 2.834 -1.682 0.116
H 2.452 5.641 -2.140 0.116
H 1.045 4.970 -1.192 0.111
H 0.807 5.483 -4.384 0.125
H 0.617 6.797 -3.141 0.125
H -1.772 6.827 -4.533 0.134
H -5.448 5.932 -0.530 0.115
H -6.196 6.006 -2.231 0.115
H -6.411 3.733 -0.254 0.105
H -5.449 3.162 -1.719 0.094
H -7.846 4.552 -2.890 0.109
H -8.452 3.718 -1.354 0.119
H -6.794 1.586 -2.284 0.124
H -8.566 1.711 -2.701 0.116
H -7.697 3.926 -6.025 0.099
C -0.949 4.534 3.793 -0.086
C 0.240 5.424 3.482 -0.296
O -0.137 6.789 3.382 -0.228
P -0.517 7.599 4.774 0.698
O 0.915 7.834 5.259 -0.224
O -0.741 9.107 4.114 -0.234
C -0.003 10.224 4.597 -0.309
C 1.232 10.463 3.745 -0.076
O -2.167 7.324 4.397 -0.212
C -3.066 7.388 5.510 -0.302
C -3.136 8.779 6.114 -0.084
H -1.332 4.731 4.798 0.064
H -0.671 3.479 3.736 0.082
H -1.767 4.723 3.093 0.043
H 1.022 5.305 4.241 0.110
H 0.669 5.136 2.520 0.117
H 0.257 10.093 5.651 0.102
H -0.654 11.100 4.539 0.114
H 1.819 9.552 3.608 0.073
H 1.872 11.225 4.197 0.077
H 0.943 10.799 2.746 0.075
H -2.758 6.656 6.263 0.110
H -4.053 7.097 5.146 0.120
H -2.183 9.054 6.579 0.070
H -3.910 8.829 6.882 0.081
H -3.347 9.527 5.347 0.087
C 2.551 -0.908 -1.567 -0.087
C 3.162 -0.698 -0.194 -0.293
O 3.025 -1.851 0.625 -0.225
P 3.970 -3.165 0.285 0.698
O 5.265 -2.641 0.911 -0.230
O 3.515 -4.119 1.567 -0.233
C 4.491 -4.637 2.464 -0.307
C 4.630 -3.743 3.684 -0.069
O 2.619 -3.833 -0.533 -0.209
C 2.930 -4.834 -1.508 -0.302
C 3.534 -6.079 -0.883 -0.084
H 3.118 -1.653 -2.136 0.071
H 2.545 0.022 -2.137 0.059
H 1.530 -1.278 -1.483 0.069
H 4.220 -0.421 -0.278 0.107
H 2.646 0.121 0.313 0.117
H 5.451 -4.776 1.958 0.101
H 4.156 -5.628 2.781 0.113
H 4.770 -2.694 3.413 0.074
H 5.475 -4.058 4.300 0.078
H 3.722 -3.787 4.290 0.064
H 3.608 -4.409 -2.254 0.110
H 1.998 -5.093 -2.014 0.119
H 4.520 -5.866 -0.458 0.069
H 3.653 -6.867 -1.630 0.080
H 2.906 -6.451 -0.071 0.087
C 6.075 -8.904 7.923 -0.087
C 5.626 -7.918 6.859 -0.303
O 4.214 -7.892 6.728 -0.227
P 3.331 -7.167 7.926 0.697
O 3.587 -5.718 7.504 -0.226
O 1.831 -7.303 7.225 -0.232
C 1.025 -6.149 7.015 -0.306
C 1.206 -5.617 5.604 -0.071
O 3.042 -8.734 8.560 -0.211
C 2.689 -8.773 9.947 -0.302
C 1.356 -8.100 10.222 -0.084
H 5.767 -8.571 8.918 0.062
H 7.162 -9.011 7.921 0.077
H 5.621 -9.885 7.757 0.083
H 6.003 -6.912 7.080 0.109
H 6.035 -8.216 5.891 0.119
H 1.240 -5.381 7.763 0.102
H -0.018 -6.444 7.157 0.114
H 2.259 -5.493 5.343 0.058
H 0.703 -4.654 5.486 0.081
H 0.788 -6.318 4.878 0.079
H 3.485 -8.306 10.534 0.109
H 2.635 -9.826 10.237 0.120
H 1.415 -7.023 10.037 0.069
H 1.057 -8.246 11.262 0.080
H 0.577 -8.497 9.568 0.087
C -1.811 -3.065 -4.823 -0.078
C -0.416 -2.732 -5.320 -0.298
O -0.132 -3.376 -6.553 -0.225
P -0.874 -2.808 -7.919 0.699
O 0.022 -1.585 -8.132 -0.228
O -0.115 -3.791 -9.023 -0.233
C 0.592 -3.230 -10.123 -0.310
C 2.072 -3.103 -9.805 -0.077
O -2.007 -4.084 -7.746 -0.210
C -3.263 -3.875 -8.400 -0.300
C -3.124 -3.815 -9.910 -0.084
H -2.573 -2.634 -5.479 0.064
H -1.968 -2.673 -3.815 0.078
H -1.970 -4.147 -4.812 0.083
H -0.291 -1.648 -5.424 0.096
H 0.321 -3.080 -4.594 0.119
H 0.162 -2.267 -10.414 0.101
H 0.464 -3.902 -10.976 0.114
H 2.245 -2.605 -8.848 0.073
H 2.590 -2.544 -10.587 0.076
H 2.528 -4.093 -9.726 0.076
H -3.719 -2.956 -8.017 0.110
H -3.913 -4.709 -8.124 0.121
H -2.563 -2.927 -10.218 0.069
H -4.106 -3.773 -10.387 0.081
H -2.583 -4.686 -10.287 0.087
```

E_LUMO in Ha: -0.055
HOMO level in eV: -9.45
Calculated total energy in eV: -206840.769
Gap between HOMO and LUMO in eV: 7.9363
SMILES string: O=COCCCCC1=CC(=O)C(CCCCS(=O)(=O)O)=C(Br)C1=O.CCOP(=O)(OCC)OCC.CCOP(=O)(OCC)OCC.CCOP(=O)(OCC)OCC.CCOP(=O)(OCC)OCC
Total charge: 0



# 2
Density functional theory data (ωB97M-V with the def2-TZVPD basis set) for 2 unconnected molecules or ions with the total composition C2H8N3O2.

Geometry as XYZ:
```
15
Properties=species:S:1:pos:R:3:lowdin_charge:R:1
C 1.493 1.234 -0.161 -0.067
C -1.251 -0.950 -0.358 -0.218
N 2.062 -0.988 -0.172 -0.243
N 1.119 -0.180 -0.196 -0.062
N -1.942 -0.028 0.307 0.221
O 3.231 -0.856 0.050 0.048
O -0.936 -2.070 0.108 0.193
H 1.028 1.713 0.798 0.121
H 2.555 1.143 -0.240 0.048
H 1.202 1.701 -1.208 0.126
H -1.321 -0.849 -1.446 0.177
H 1.714 -2.010 -0.384 0.218
H -2.354 -0.175 1.180 0.118
H -2.118 0.924 -0.109 0.179
H -0.819 -2.251 1.011 0.141
```

E_LUMO in Ha: -0.156
HOMO level in eV: -13.87
Calculated total energy in eV: -10758.258
Gap between HOMO and LUMO in eV: 9.6296
Total charge: +1



# 3
Density functional theory data (ωB97M-V with the def2-TZVPD basis set) for 16 unconnected molecules or ions with the total composition C53H96N10O11.

Geometry as XYZ:
```
170
Properties=species:S:1:pos:R:3:lowdin_charge:R:1
C 0.083 4.751 2.266 -0.017
C 0.757 5.582 1.287 -0.549
O 0.118 6.036 0.363 0.054
C 2.167 5.966 1.435 -0.001
H -0.515 5.393 2.912 0.110
H 0.866 4.244 2.830 0.055
H -0.439 3.981 1.697 0.081
H 2.604 6.513 0.600 0.093
H 2.688 5.017 1.568 0.069
H 2.075 6.616 2.305 0.106
C 2.482 0.779 3.687 -0.007
C 2.824 2.264 3.512 -0.479
O 3.525 2.672 2.589 0.038
C 2.530 3.213 4.606 -0.031
H 1.424 0.578 3.856 0.074
H 3.022 0.433 4.568 0.089
H 2.732 0.116 2.858 0.057
H 1.455 3.321 4.746 0.078
H 3.017 4.140 4.304 0.092
H 2.940 2.805 5.530 0.094
C 5.297 -0.820 1.403 -0.011
C 4.488 -0.475 0.188 -0.451
O 3.675 -1.206 -0.340 0.042
C 4.828 0.896 -0.495 -0.010
H 6.338 -0.545 1.236 0.086
H 5.263 -1.889 1.616 0.080
H 5.025 -0.238 2.283 0.077
H 4.460 0.964 -1.518 0.062
H 5.884 1.166 -0.514 0.079
H 4.239 1.558 0.140 0.068
C -0.086 -0.679 0.908 -0.009
C 0.150 0.642 0.195 -0.439
O 1.209 1.249 0.370 0.035
C -1.007 1.144 -0.697 -0.001
H -0.730 -1.273 0.259 0.059
H -0.679 -0.388 1.775 0.074
H 0.803 -1.076 1.398 0.079
H -1.929 1.244 -0.124 0.068
H -1.152 0.440 -1.517 0.063
H -0.731 2.073 -1.196 0.056
C -2.135 2.031 3.658 -0.010
C -3.501 2.738 3.650 -0.425
O -4.561 2.270 3.207 0.039
C -3.464 4.139 4.273 -0.018
H -2.064 1.113 3.075 0.057
H -1.824 1.696 4.648 0.079
H -1.335 2.696 3.330 0.049
H -4.395 4.458 4.743 0.085
H -3.176 4.820 3.472 0.073
H -2.666 4.132 5.015 0.074
C 1.063 -0.982 -2.866 -0.026
C 2.340 -1.081 -3.601 -0.520
O 2.657 -0.151 -4.256 0.080
C 3.182 -2.376 -3.556 0.009
H 1.281 -1.324 -1.854 0.083
H 0.448 -1.636 -3.484 0.095
H 0.657 0.026 -2.948 0.058
H 3.980 -2.292 -2.819 0.076
H 3.571 -2.733 -4.510 0.088
H 2.533 -3.123 -3.099 0.057
C 2.262 -5.805 -0.559 -0.002
C 2.464 -6.404 -1.957 -0.550
O 3.447 -6.083 -2.580 0.050
N 1.555 -7.307 -2.412 -0.009
C 1.683 -8.081 -3.612 -0.078
H 1.197 -5.812 -0.324 0.052
H 2.702 -4.809 -0.517 0.078
H 2.776 -6.369 0.219 0.090
H 0.842 -7.557 -1.742 0.128
H 2.692 -7.983 -4.011 0.090
H 1.017 -7.623 -4.344 0.076
H 1.263 -9.085 -3.557 0.084
C -6.712 -2.934 0.957 -0.001
C -5.827 -1.786 1.413 -0.540
O -5.563 -1.607 2.611 0.024
N -5.331 -1.107 0.371 0.017
C -4.459 -0.022 0.553 -0.084
H -7.211 -2.720 0.012 0.066
H -7.440 -3.164 1.735 0.084
H -6.087 -3.817 0.820 0.070
H -5.469 -1.463 -0.564 0.086
H -5.084 0.841 0.782 0.079
H -3.948 0.177 -0.390 0.063
H -3.769 -0.027 1.396 0.082
C 5.381 4.469 -0.419 0.006
C 5.748 5.777 -1.137 -0.590
O 6.552 6.466 -0.620 0.071
N 5.104 6.100 -2.274 0.025
C 5.409 7.278 -3.069 -0.074
H 5.488 3.635 -1.112 0.060
H 4.348 4.422 -0.073 0.056
H 6.033 4.245 0.425 0.086
H 4.295 5.524 -2.457 0.081
H 6.434 7.629 -2.949 0.084
H 4.735 8.095 -2.813 0.077
H 5.277 7.215 -4.149 0.073
C -2.685 -4.869 1.555 0.021
C -1.722 -4.185 0.698 -0.504
O -0.782 -3.585 1.282 -0.044
N -1.797 -4.216 -0.634 0.041
C -0.808 -3.665 -1.519 -0.055
H -3.324 -5.492 0.930 0.082
H -3.422 -4.272 2.092 0.097
H -2.049 -5.526 2.148 0.095
H -2.617 -4.650 -1.032 0.124
H -0.785 -2.575 -1.515 0.059
H -1.071 -3.922 -2.545 0.090
H 0.166 -4.099 -1.292 0.078
C 0.734 -6.688 3.517 0.003
C 1.892 -5.721 3.278 -0.535
O 3.008 -6.060 3.618 0.039
N 1.675 -4.609 2.479 -0.004
C 2.647 -3.592 2.280 -0.096
H 0.000 -6.423 4.279 0.081
H 1.243 -7.614 3.787 0.080
H 0.326 -6.897 2.528 0.067
H 0.703 -4.459 2.248 0.074
H 2.558 -2.810 3.034 0.073
H 2.599 -3.114 1.302 0.062
H 3.633 -4.053 2.211 0.090
N -5.774 -3.602 -3.154 0.042
C -4.485 -3.121 -2.992 -0.144
C -4.451 -1.752 -2.841 -0.081
C -5.843 -1.433 -2.872 -0.149
C -6.580 -2.525 -3.057 -0.169
H -6.029 -4.577 -3.219 0.155
H -3.585 -3.717 -2.988 0.085
H -3.593 -1.131 -2.629 0.091
H -6.236 -0.429 -2.807 0.105
H -7.652 -2.652 -3.045 0.123
N -1.115 -2.752 3.931 -0.014
C -2.252 -2.028 4.257 -0.074
C -1.855 -1.337 5.437 -0.114
C -0.540 -1.728 5.708 -0.144
C -0.057 -2.620 4.749 -0.120
H -1.046 -3.274 3.070 0.072
H -3.135 -2.065 3.637 0.086
H -2.404 -0.637 6.050 0.086
H 0.072 -1.312 6.494 0.083
H 0.870 -3.140 4.559 0.093
N 1.588 3.725 -1.883 0.039
C 1.595 4.918 -2.610 -0.133
C 2.490 4.785 -3.667 -0.132
C 2.974 3.447 -3.596 -0.097
C 2.405 2.822 -2.472 -0.144
H 1.001 3.580 -1.075 0.115
H 1.036 5.771 -2.255 0.100
H 2.691 5.523 -4.429 0.095
H 3.668 2.923 -4.236 0.096
H 2.604 1.821 -2.120 0.087
N -3.281 3.317 -2.091 0.030
C -4.308 2.866 -1.343 -0.125
C -4.104 3.352 -0.020 -0.120
C -2.994 4.156 -0.003 -0.109
C -2.560 4.181 -1.322 -0.148
H -3.025 3.078 -3.039 0.081
H -4.931 2.112 -1.801 0.099
H -4.740 3.129 0.824 0.077
H -2.575 4.641 0.866 0.081
H -1.669 4.601 -1.764 0.096
N -1.193 3.228 -4.800 0.071
C -2.531 3.068 -5.060 -0.169
C -2.915 1.728 -4.953 -0.118
C -1.767 1.052 -4.658 -0.126
C -0.814 1.988 -4.427 -0.163
H -0.699 4.079 -4.572 0.150
H -3.120 3.935 -5.320 0.115
H -3.888 1.323 -5.189 0.104
H -1.683 -0.010 -4.482 0.095
H 0.218 1.854 -4.137 0.100
```

E_LUMO in Ha: -0.013
HOMO level in eV: -7.92
Calculated total energy in eV: -93940.393
Gap between HOMO and LUMO in eV: 7.5648
Total charge: 0



# 4
Density functional theory data (ωB97M-V with the def2-TZVPD basis set) for a molecular structure, C6H13Cl2GaNO2.

Geometry as XYZ:
```
25
Properties=species:S:1:pos:R:3:lowdin_charge:R:1
C 2.726 0.335 0.665 -0.171
C 2.173 -0.466 -0.505 -0.788
Cl 3.614 -1.230 -1.396 0.466
C 1.315 0.315 -1.461 -0.780
Cl 2.276 1.644 -2.231 0.461
Ga -0.413 1.131 -0.648 0.309
N -0.158 1.615 1.211 -0.123
C -2.022 -0.119 -0.895 -0.258
C -2.807 -0.460 0.377 -0.265
O -2.596 -1.784 0.905 -0.029
C -1.326 -2.113 1.160 -0.336
O -1.025 -2.933 2.019 0.039
H 2.100 0.184 1.535 0.057
H 3.723 -0.006 0.915 0.046
H 2.772 1.386 0.422 0.048
H 1.606 -1.318 -0.154 0.071
H 1.054 -0.349 -2.278 0.031
H -0.717 2.483 -1.489 -0.065
H -1.023 1.659 1.732 -0.056
H 0.199 2.560 1.218 -0.042
H -2.708 0.331 -1.604 0.031
H -1.708 -1.053 -1.362 0.044
H -3.870 -0.417 0.162 0.104
H -2.636 0.267 1.165 0.088
H -0.550 -1.662 0.536 0.117
```

E_LUMO in Ha: 0.121
HOMO level in eV: -4.97
Calculated total energy in eV: -89440.338
Gap between HOMO and LUMO in eV: 8.2612
Total charge: -1



# 5
Density functional theory data (ωB97M-V with the def2-TZVPD basis set) for a single C3H6FNO molecule.

Geometry as XYZ:
```
12
Properties=species:S:1:pos:R:3:lowdin_charge:R:1
F -1.045 -0.604 1.991 -0.053
C 0.036 -0.838 1.039 -0.359
N 0.691 0.410 0.744 0.005
C 0.317 0.886 -0.548 -0.214
C -0.732 -0.155 -1.011 -0.146
O -0.564 -1.298 -0.129 -0.060
H 0.754 -1.553 1.555 0.172
H 1.588 0.483 1.187 0.119
H 1.257 0.962 -1.222 0.133
H -0.192 1.884 -0.545 0.113
H -1.714 0.366 -0.938 0.121
H -0.397 -0.543 -2.126 0.169
```

E_LUMO in Ha: 0.031
HOMO level in eV: -9.46
Calculated total energy in eV: -9462.418
Gap between HOMO and LUMO in eV: 10.3167
SMILES string: F[C@@H]1NCCO1
Total charge: 0